*A*
A cluster of 2 separate species, C3H2IO2S in total, computed with ωB97M-V/def2-TZVPD.

Geometry as XYZ:
```
9
C3H2IO2S | OMol25 | ωB97M-V/def2-TZVPD
I 1.8448 2.2994 -0.0053
S 1.0928 -1.7826 -0.0875
O 1.8844 -1.9852 1.1374
O -0.1041 -2.6329 -0.1837
C -1.8012 1.1957 -0.9776
C -0.8541 0.8651 -0.3131
C 0.2189 0.8915 0.5623
H 0.2965 0.3260 1.4129
H -2.5779 0.8231 -1.5453
```

Gap between HOMO and LUMO (spin up / spin down) = 5.7857 / 5.7830 eV
HOMO energy (spin up / spin down) = -2.8 / -2.8 eV
E_LUMO (spin up / spin down) = 3.0 / 3.0 eV
Net charge = -1


*B*
A structure of composition C3H2IO2S, computed with ωB97M-V/def2-TZVPD.

Geometry as XYZ:
```
9
C3H2IO2S | OMol25 | ωB97M-V/def2-TZVPD
I 0.8542 2.3652 -0.8786
S -0.6831 -0.3632 -1.7372
O 0.4356 -0.8391 -2.5341
O -1.5562 -1.4117 -1.3163
C 0.5448 0.3101 -0.0490
C 0.1150 0.2195 1.2968
C -0.2421 0.1489 2.4476
H 1.4041 -0.3458 -0.4946
H -0.8723 -0.0839 3.2654
```

Gap between HOMO and LUMO = 6.6052 eV
HOMO energy = -3.7 eV
E_LUMO = 2.9 eV
Net charge = -1


Most stable to least stable: *B*, *A*


*A*
The molecule C3H4P2, computed with ωB97M-V/def2-TZVPD.

Geometry as XYZ:
```
9
C3H4P2 | OMol25 | ωB97M-V/def2-TZVPD
P -2.5110 -1.1631 0.0084
P -5.2299 0.7895 -0.0825
C -3.9600 -0.0993 0.1441
C 0.1291 0.2614 0.0548
C -0.7711 -0.9321 -0.0289
H -0.0957 1.0355 0.6499
H -0.2074 -1.8014 -0.1893
H 0.4177 0.6699 -0.8897
H 1.0303 -0.0703 0.4043
```

Gap between HOMO and LUMO (spin up / spin down) = 7.6867 / 7.6862 eV
HOMO energy (spin up / spin down) = -8.6 / -8.6 eV
E_LUMO (spin up / spin down) = -0.9 / -0.9 eV
SMILES string = C/C=P\C#P
Net charge = 0


*B*
The molecule C3H4P2, computed with ωB97M-V/def2-TZVPD.

Geometry as XYZ:
```
9
C3H4P2 | OMol25 | ωB97M-V/def2-TZVPD
P 2.3824 3.0505 1.8951
P 0.3083 3.1850 1.6391
C 1.2280 1.9368 0.9747
C 0.9836 0.6226 0.2449
C -0.3758 0.1306 0.1648
H 1.7961 -0.1209 0.2162
H -0.3804 -0.9682 -0.0728
H -0.9947 0.4815 0.9273
H -0.8604 0.6183 -0.6934
```

Gap between HOMO and LUMO (spin up / spin down) = 5.9357 / 6.4198 eV
HOMO energy (spin up / spin down) = -7.2 / -7.5 eV
E_LUMO (spin up / spin down) = -1.3 / -1.1 eV
Net charge = 0


*C*
The molecule C3H4P2, computed with ωB97M-V/def2-TZVPD.

Geometry as XYZ:
```
9
C3H4P2 | OMol25 | ωB97M-V/def2-TZVPD
P 0.5437 -2.6183 1.1987
P -1.7613 1.4016 2.4071
C -0.8482 0.2107 1.4410
C -0.1317 0.2190 0.1504
C 0.1119 -1.1772 0.5747
H 1.3482 -3.0005 0.0927
H -1.6585 2.4157 1.4313
H -0.7073 0.3432 -0.7699
H 0.7713 0.8366 0.0946
```

Gap between HOMO and LUMO = 8.3517 eV
HOMO energy = -8.9 eV
E_LUMO = -0.5 eV
SMILES string = [H]/P=C1\C\C1=P/[H]
Net charge = 0


*D*
A cluster of 2 separate species, C3H4P2 in total, computed with ωB97M-V/def2-TZVPD.

Geometry as XYZ:
```
9
C3H4P2 | OMol25 | ωB97M-V/def2-TZVPD
P -2.0074 -0.8658 0.4400
P -1.5991 1.3962 -0.3955
C -0.5855 -1.3499 -0.6430
C -0.4387 -0.0450 0.0664
C 0.0562 1.2170 0.3512
H -0.8019 -1.3949 -1.7083
H 0.3796 1.7828 2.1046
H 0.1332 -2.0998 -0.3838
H 0.9507 1.7183 -0.1716
```

Gap between HOMO and LUMO (spin up / spin down) = 6.7830 / 6.7855 eV
HOMO energy (spin up / spin down) = -7.5 / -7.5 eV
E_LUMO (spin up / spin down) = -0.7 / -0.7 eV
Net charge = 0


Most stable to least stable: *B*, *A*, *C*, *D*


*A*
The molecule C3H4N2OS, computed with ωB97M-V/def2-TZVPD.

Geometry as XYZ:
```
11
C3H4N2OS | OMol25 | ωB97M-V/def2-TZVPD
S 1.6577 -0.5764 -0.0095
O -1.9037 0.3387 -0.0875
N -0.5720 -2.0124 0.0813
N -0.0049 -0.7901 -0.2140
C 0.2780 1.5325 0.1443
C -0.6816 0.4532 -0.0002
C 1.5317 1.0649 -0.0360
H 2.5481 1.6048 -0.1812
H 0.0540 2.6340 0.3571
H -1.3438 -2.3426 -0.5313
H -1.0017 -2.1329 1.0800
```

Gap between HOMO and LUMO = 8.8976 eV
HOMO energy = -8.5 eV
E_LUMO = 0.4 eV
SMILES string = Nn1sccc1=O
Net charge = 0


*B*
The molecule C3H4N2OS, computed with ωB97M-V/def2-TZVPD.

Geometry as XYZ:
```
11
C3H4N2OS | OMol25 | ωB97M-V/def2-TZVPD
S -2.5562 -0.9750 1.3612
O -2.5374 -2.4209 1.7262
N 0.0882 -0.4081 1.0413
N -1.1411 -0.2308 1.0500
C 0.9686 0.2413 -0.0775
C 0.2493 0.4094 -1.4120
C 1.9710 0.9126 0.3661
H -0.7785 0.5696 -1.3376
H 0.3343 -0.5534 -1.9706
H 2.6858 1.2583 1.1113
H 0.7162 1.1972 -1.8584
```

Gap between HOMO and LUMO (spin up / spin down) = 7.7351 / 7.0380 eV
HOMO energy (spin up / spin down) = -8.6 / -8.6 eV
E_LUMO (spin up / spin down) = -0.9 / -1.6 eV
Net charge = 0


*C*
The molecule C3H4N2OS, computed with ωB97M-V/def2-TZVPD.

Geometry as XYZ:
```
11
C3H4N2OS | OMol25 | ωB97M-V/def2-TZVPD
S 0.4264 -1.9390 -2.0166
O -0.0436 -2.1880 1.4064
N -0.3832 1.9583 -0.6245
N -0.0106 -0.2758 0.0806
C 0.4869 -0.5589 -1.1666
C -0.2126 -1.0874 1.2185
C -0.1842 1.1779 0.4171
H 0.1071 1.5998 1.4753
H -0.6405 1.2964 -1.3980
H 0.9279 0.3681 -1.4735
H -0.4735 -0.3513 2.0812
```

Gap between HOMO and LUMO = 8.4736 eV
HOMO energy = -9.2 eV
E_LUMO = -0.7 eV
SMILES string = [H]/N=C\N(C=O)C=S
Net charge = 0


*D*
A cluster of 2 separate species, C3H4N2OS in total, computed with ωB97M-V/def2-TZVPD.

Geometry as XYZ:
```
11
C3H4N2OS | OMol25 | ωB97M-V/def2-TZVPD
S 2.5097 -0.3309 0.3339
O 2.3763 -1.5428 -0.5017
N 3.4856 0.7464 -0.1706
N 0.2744 0.8044 -0.2358
C -0.8718 0.5055 -0.0229
C -1.9923 0.0331 0.3586
C -3.1091 -0.6505 0.5174
H 0.5535 1.8131 -0.4102
H -3.1902 -1.7000 0.7251
H 4.1499 0.6367 -0.9809
H -4.1858 -0.3149 0.3871
```

Gap between HOMO and LUMO = 8.4752 eV
HOMO energy = -9.0 eV
E_LUMO = -0.5 eV
Net charge = 0


Most stable to least stable: *A*, *C*, *D*, *B*


*A*
The molecule C3H4N2OS, computed with ωB97M-V/def2-TZVPD.

Geometry as XYZ:
```
11
C3H4N2OS | OMol25 | ωB97M-V/def2-TZVPD
S -1.6335 2.2103 0.9279
O 0.5001 -0.8898 1.6669
N -0.1200 -0.1068 -0.3785
N 0.7949 -1.1135 -2.3278
C -0.0756 -0.0606 0.9936
C -0.7062 1.1315 1.6336
C 0.7962 -0.8951 -1.0832
H -0.8001 0.4950 -0.8667
H 1.5638 -1.3615 -0.4492
H 0.1200 -0.5466 -2.8231
H -0.4396 1.1371 2.7063
```

Gap between HOMO and LUMO = 8.1308 eV
HOMO energy = -9.8 eV
E_LUMO = -1.7 eV
SMILES string = [H]/N=C\NC(=O)C=S
Net charge = 0


*B*
The molecule C3H4N2OS, computed with ωB97M-V/def2-TZVPD.

Geometry as XYZ:
```
11
C3H4N2OS | OMol25 | ωB97M-V/def2-TZVPD
S -3.5938 -0.0401 0.3049
O -5.0010 -0.0599 -0.1201
N -2.7645 0.9751 -0.8401
N -1.5349 0.9920 -0.5778
C -2.5164 -1.1395 0.7612
C 0.9002 0.8823 0.1678
C -0.4578 0.6544 -0.3092
H 1.1344 1.9550 -0.0424
H 1.6997 0.2374 -0.1764
H -3.2121 -1.8466 1.2000
H 0.8560 0.8604 1.3348
```

Gap between HOMO and LUMO = 8.1344 eV
HOMO energy = -8.9 eV
E_LUMO = -0.8 eV
Net charge = 0


*C*
The molecule C3H4N2OS, computed with ωB97M-V/def2-TZVPD.

Geometry as XYZ:
```
11
C3H4N2OS | OMol25 | ωB97M-V/def2-TZVPD
S 0.3719 2.4026 -1.3602
O 1.6736 -0.0576 1.2429
N -0.3489 -2.1239 0.6026
N -1.0165 0.2533 -0.2388
C -0.9785 -1.3071 -0.1344
C 0.1881 1.0640 -0.4843
C 1.3776 0.8421 0.4107
H -1.5725 -1.8795 -1.1050
H -1.6718 0.5426 -1.0738
H 1.9856 1.8136 0.5278
H -0.0085 -1.5502 1.6125
```

Gap between HOMO and LUMO = 8.2661 eV
HOMO energy = -9.8 eV
E_LUMO = -1.5 eV
SMILES string = [H]/N=C\NC(=S)C=O
Net charge = 0


Most stable to least stable: *A*, *C*, *B*


*A*
A structure of composition C3H4N2OS, computed with ωB97M-V/def2-TZVPD.

Geometry as XYZ:
```
11
C3H4N2OS | OMol25 | ωB97M-V/def2-TZVPD
S -0.2761 2.8326 0.2208
O 1.0015 -2.2339 0.2194
N 0.2955 -1.0522 -0.1450
N -1.4905 0.4264 -0.2261
C -0.3420 1.0290 0.1142
C 0.7685 0.2488 -0.0466
C -1.0106 -0.8360 -0.2216
H -1.6018 -1.7981 -0.5646
H -1.1055 2.9304 1.3316
H 1.9682 -2.1067 -0.5510
H 1.7928 0.5597 -0.1310
```

Gap between HOMO and LUMO = 8.2765 eV
HOMO energy = -8.7 eV
E_LUMO = -0.4 eV
Net charge = 0


*B*
A cluster of 2 separate species, C3H4N2OS in total, computed with ωB97M-V/def2-TZVPD.

Geometry as XYZ:
```
11
C3H4N2OS | OMol25 | ωB97M-V/def2-TZVPD
S 1.1497 0.5590 1.6767
O -2.2177 -0.0136 0.5186
N 1.9210 -0.8897 -0.3245
N -2.5127 0.8034 -0.4187
C 0.5697 -1.0858 -0.2237
C 2.3620 -0.0558 0.5382
C 0.0282 -0.3184 0.7658
H -2.1896 1.7244 -0.4096
H 3.3141 0.3187 0.5239
H 0.1394 -1.5104 -1.1662
H -2.5641 0.4681 -1.4804
```

Gap between HOMO and LUMO (spin up / spin down) = 8.5931 / 9.0474 eV
HOMO energy (spin up / spin down) = -9.1 / -9.2 eV
E_LUMO (spin up / spin down) = -0.5 / -0.2 eV
Net charge = 0


*C*
The molecule C3H4N2OS, computed with ωB97M-V/def2-TZVPD.

Geometry as XYZ:
```
11
C3H4N2OS | OMol25 | ωB97M-V/def2-TZVPD
S -0.3749 2.0209 -1.5527
O 0.9698 -1.9630 1.4450
N -0.9600 -1.2878 0.2894
N -0.2739 0.5925 -0.6389
C -1.3110 -0.3227 -0.4767
C 0.3505 -0.9885 0.6447
C 0.8208 0.1154 0.0753
H 1.7318 0.6369 0.0544
H -0.5829 2.9451 -0.5797
H 1.8514 -1.6106 1.7462
H -2.2215 -0.1382 -1.0071
```

Gap between HOMO and LUMO = 9.2961 eV
HOMO energy = -8.8 eV
E_LUMO = 0.5 eV
SMILES string = Oc1cn(S)cn1
Net charge = 0


Most stable to least stable: *C*, *A*, *B*


*A*
The molecule C3H4N2OS, computed with ωB97M-V/def2-TZVPD.

Geometry as XYZ:
```
11
C3H4N2OS | OMol25 | ωB97M-V/def2-TZVPD
S 0.0657 -1.6492 -1.3077
O 2.0001 -0.8512 1.7012
N 0.4842 -0.8090 0.0812
N 1.6340 -3.9504 0.3186
C 1.4246 -1.4091 0.8021
C 1.5757 -2.8174 0.4853
C 0.1944 0.5755 0.3780
H -0.6146 0.8362 -0.3611
H -1.0258 -2.4452 -0.9193
H -0.1276 0.6822 1.5048
H 1.0267 1.3095 0.3886
```

Gap between HOMO and LUMO = 10.5155 eV
HOMO energy = -10.2 eV
E_LUMO = 0.3 eV
SMILES string = CN(S)C(=O)C#N
Net charge = 0


*B*
The molecule C3H4N2OS, computed with ωB97M-V/def2-TZVPD.

Geometry as XYZ:
```
11
C3H4N2OS | OMol25 | ωB97M-V/def2-TZVPD
S 2.6566 -0.0959 0.1690
O -2.4278 -0.5085 0.3553
N -0.7778 1.2583 0.0887
N 0.4800 1.2802 -0.0125
C 0.9719 0.0011 -0.0006
C -1.1296 -0.0119 -0.0858
C -0.0606 -0.9251 -0.1118
H -3.0241 0.1744 -0.3107
H 2.3931 -1.3584 0.0096
H 0.9143 2.1460 0.1690
H 0.0039 -1.9602 -0.2700
```

Gap between HOMO and LUMO = 9.0596 eV
HOMO energy = -8.3 eV
E_LUMO = 0.7 eV
SMILES string = Oc1cc(S)[nH]n1
Net charge = 0


Most stable to least stable: *A*, *B*